# 1
Computed, not measured: ArH24O12 as an isolated structure at a distorted geometry, with ωB97M-V/def2-TZVPD.

Summary:
* energy relative to the best compared isomer or geometry (same formula, charge and spin): 166.9 kJ/mol
* orbital gap: 8.76 eV
* E: -39314.1193 eV
* highest occupied orbital energy: -9.895 eV
* LUMO: -1.137 eV

Each line ends with the Mulliken charge.
Element x y z (Å)
O 1.058 -2.323 0.081  -0.676
H -0.666 -2.286 0.886  0.372
O 0.430 0.179 3.932  -0.693
O -1.975 -0.819 3.526  -0.680
H -1.262 -3.434 1.673  0.302
Ar -0.285 0.499 0.181  0.041
H 1.830 -2.413 0.640  0.297
H 2.274 1.874 -0.082  0.369
H 3.286 -0.170 -1.706  0.305
H 3.206 0.165 1.204  0.263
H -2.998 -2.219 -0.967  0.287
H -2.517 -2.766 0.360  0.454
O -1.386 -2.505 1.478  -0.792
H -1.510 0.384 -3.224  0.423
H -1.250 3.228 -1.534  0.333
H -2.843 -0.016 -2.629  0.308
O -0.322 3.851 0.726  -0.640
H -1.133 -0.365 3.568  0.379
H 0.583 3.613 0.525  0.376
O 2.035 2.555 -0.711  -0.630
O 2.497 -0.594 -2.046  -0.679
O 0.084 -0.358 -3.383  -0.660
H -1.847 -1.501 2.868  0.406
H 2.179 -1.128 -1.318  0.318
H 3.078 1.430 2.026  0.295
H 0.259 0.189 -4.148  0.338
H 0.940 -0.479 -2.973  0.345
H 0.868 -0.623 4.216  0.325
O -2.361 0.738 -2.966  -0.738
H -2.118 2.017 -1.804  0.389
H -0.850 3.268 0.180  0.307
O -1.981 2.725 -1.175  -0.675
O 2.567 0.810 1.506  -0.571
H 1.230 2.236 -1.117  0.257
H 1.041 -3.129 -0.436  0.310
H 0.830 0.386 3.088  0.317
O -2.971 -3.020 -0.444  -0.682

# 2
Computed, not measured: one molecule with the formula C3H6FNS at a distorted geometry, with ωB97M-V/def2-TZVPD.

Summary:
* energy relative to the best compared isomer or geometry (same formula, charge and spin): 460.0 kJ/mol
* orbital gap (alpha / beta): 10.01 / 6.98 eV
* E: -18246.5649 eV
* highest occupied orbital energy (alpha / beta): -9.566 / -7.444 eV
* LUMO (alpha / beta): 0.439 / -0.463 eV

Each line ends with the Mulliken charge.
Element x y z (Å)
C -0.034 -1.014 -0.012  -0.732
N -0.190 1.514 -0.111  -0.557
H 0.388 2.204 0.239  0.247
H -0.508 -1.077 -0.957  0.335
F 2.902 0.531 -1.856  -0.211
H -1.160 0.511 1.163  0.365
C 1.793 -0.214 -1.708  -0.261
H -0.411 -1.699 0.658  0.383
S 1.729 -1.262 -0.350  -0.066
H 0.931 -0.134 -2.253  0.485
C -0.207 0.423 0.660  -0.301
H 0.532 0.307 1.561  0.314

# 3
Computed, not measured: C19H23FeN4O4 as an isolated structure, with ωB97M-V/def2-TZVPD.

Summary:
* energy relative to the best compared isomer or geometry (same formula, charge and spin): 25.2 kJ/mol
* orbital gap (alpha / beta): 3.77 / 4.05 eV
* E: -68615.8871 eV
* total charge: -1
* 2S+1: 5
* highest occupied orbital energy (alpha / beta): -2.176 / -2.489 eV
* LUMO (alpha / beta): 1.595 / 1.557 eV

Each line ends with the Löwdin spin population.
Element x y z (Å)
C 2.445 -1.153 1.972  0.003
H -1.232 6.270 4.581  0.000
H -1.840 1.177 1.604  0.003
H 0.945 -4.586 -4.331  0.000
H -2.688 -2.526 -0.234  0.002
H 2.546 -1.698 2.915  0.001
H -2.844 -4.272 0.120  0.000
C 0.473 -3.136 -2.838  0.031
Fe 0.209 -0.056 -0.361  3.448
C 1.485 -2.128 -3.311  0.006
C 0.319 -4.361 -3.469  0.001
C -1.143 3.010 2.476  -0.001
H 4.374 2.601 -2.075  0.000
C 3.665 0.740 -1.280  0.004
C -1.406 -4.991 -1.936  0.001
H 2.526 -0.084 2.173  0.000
N -1.174 5.331 4.220  0.000
H 2.171 -1.857 -2.501  0.001
C 1.090 2.436 1.080  0.003
C -0.615 -5.307 -3.042  0.032
H 1.889 4.269 1.883  0.000
H -0.718 -6.260 -3.550  0.003
H -2.145 -5.711 -1.583  0.000
O 0.483 1.363 -2.296  0.032
C 1.044 3.594 1.843  0.001
O 0.838 5.906 3.407  -0.001
N -0.206 -1.610 -1.093  0.225
C 4.029 1.643 -2.470  0.002
C -1.024 1.882 1.686  0.006
H 0.988 -1.199 -3.617  0.002
H 3.256 -1.424 1.294  0.000
H -1.522 -3.301 0.816  0.002
N 0.071 1.584 1.001  0.023
C -0.089 5.140 3.406  0.000
H 1.178 -2.191 0.853  0.003
C -0.336 -2.782 -1.711  0.057
O 1.167 -1.384 1.381  0.030
H 2.063 -2.519 -4.153  0.000
H 2.456 2.794 -3.540  0.000
C -2.137 -3.460 -0.078  0.007
C 1.706 1.246 -2.215  0.004
O 4.494 0.252 -0.528  0.000
N 2.308 0.600 -1.192  0.032
H 1.973 2.159 0.515  0.000
H 2.665 1.131 -4.102  0.000
H -2.072 3.168 3.008  0.000
H -2.056 4.926 3.949  0.000
H 4.845 1.201 -3.039  0.000
C 2.709 1.782 -3.227  0.002
C -1.284 -3.778 -1.273  0.032
C -0.088 3.893 2.565  -0.002

# 4
Computed, not measured: C8H5ClNO4 as an isolated structure at a distorted geometry, with ωB97M-V/def2-TZVPD.

Summary:
* energy relative to the best compared isomer or geometry (same formula, charge and spin): 0.0 kJ/mol
* orbital gap: 7.20 eV
* E: -30576.4497 eV
* total charge: -1
* highest occupied orbital energy: -5.083 eV
* LUMO: 2.113 eV

Each line ends with the Mulliken charge.
Element x y z (Å)
O 0.792 -2.617 -3.286  -0.553
N -0.473 -2.300 -0.065  0.771
C -0.433 2.477 0.996  -0.464
C -0.829 -1.156 0.460  -0.349
O -1.312 -1.987 -2.859  -0.560
Cl -2.378 -1.414 2.193  -0.392
C 1.165 0.315 0.356  -0.442
C -0.233 0.072 0.644  0.969
H 1.451 3.632 0.633  0.326
O -0.883 -3.399 0.189  -0.652
C -0.985 1.191 0.966  -0.307
C 0.946 2.669 0.723  -0.551
C -0.172 -2.287 -2.698  0.686
H -2.054 0.972 1.199  0.263
H -1.184 3.157 1.351  0.338
H 1.880 -0.407 -0.125  0.215
O 0.396 -2.133 -1.113  -0.445
H 2.623 1.673 0.072  0.526
C 1.681 1.541 0.364  -0.381